82
Properties=species:S:1:pos:R:3 method="wB97M-V/def2-TZVPD" de_lowest_ev=0.431 multiplicity=5 lumo_energy_ev="-5.8 / -7.4" max_force_ev_per_a=2.6 homo_ha="-0.4612 / -0.4688" s_squared=6.02 total_charge=+2 e_tot_ev=-84527.5285
Os 0.7961 2.5943 -0.5538
O 0.7863 4.7213 3.8977
C 1.1134 4.4295 2.6525
O 0.7117 5.0257 1.6467
C 2.1097 3.2656 2.4969
C 3.1713 3.2094 3.4358
C 4.3128 2.4344 3.1892
C 4.3699 1.7365 2.0026
C 3.3066 1.8671 1.1067
N 2.1766 2.6466 1.2779
C 3.2953 1.1983 -0.3120
O 3.9656 0.2821 -0.6427
O 2.4283 1.7216 -1.2125
H 0.1339 5.4483 3.7493
H 3.1387 3.7665 4.3633
H 5.1964 2.3981 3.8475
H 5.2651 1.1962 1.7180
N -2.9340 4.4831 -0.0059
C -1.7753 4.2512 -0.6236
N -0.9904 3.4730 0.0898
C -1.7574 3.1093 1.1938
C -1.3985 2.2842 2.2445
C -2.3339 2.0813 3.2356
C -3.5829 2.7269 3.1638
C -3.9465 3.5431 2.1101
C -2.9919 3.7353 1.1487
H -3.7241 5.0169 -0.3457
H -1.5923 4.6164 -1.6298
H -0.4410 1.7508 2.3061
H -2.0887 1.4959 4.1228
H -4.3045 2.4325 3.9522
H -4.9391 4.0313 2.0448
C 1.5123 -0.9724 -3.3883
Si 1.4372 -2.5540 -2.3385
C 3.1048 -2.8169 -1.7529
C 1.0000 -4.1858 -3.1009
Si -0.0858 -2.4740 -0.4452
Te -0.5690 0.0402 -0.1020
Si -2.4362 -2.9600 -1.1044
C -2.5484 -4.8431 -1.4733
C -2.9925 -1.9334 -2.5171
C -3.4334 -2.6534 0.4154
Si 0.5215 -3.1076 1.6864
C -0.3581 -2.2058 3.0828
C 0.1619 -4.8838 1.8952
C 2.3431 -2.7636 1.9790
H 2.3062 -1.2370 -4.1178
H 1.8094 -0.1358 -2.8026
H 0.5956 -0.7695 -3.8803
H 3.2559 -3.5200 -0.9030
H 3.6571 -1.8938 -1.6150
H 3.5867 -3.2394 -2.5948
H 1.6850 -4.5651 -3.8970
H -0.0297 -4.3585 -3.5384
H 1.1223 -4.7647 -2.1803
H -3.5497 -5.2447 -1.1334
H -1.8116 -5.3197 -0.8710
H -2.5679 -5.1145 -2.5688
H -2.3970 -1.9722 -3.4193
H -3.1831 -0.8973 -2.1845
H -3.9711 -2.2257 -2.8624
H -2.9599 -3.2871 1.1605
H -4.5054 -2.9109 0.2933
H -3.3234 -1.5944 0.7266
H -1.3885 -1.9684 2.9022
H 0.3110 -1.4188 3.3537
H -0.3084 -2.9299 3.9610
H -0.9010 -5.1347 1.8254
H 0.5778 -5.2574 2.8761
H 0.6726 -5.5159 1.1542
H 2.8205 -1.8261 1.6208
H 2.9193 -3.6273 1.7039
H 2.4023 -2.7826 3.0793
N 0.2101 3.1160 -4.6454
C -1.0494 2.5731 -4.3800
C -1.0347 2.2249 -3.0476
N 0.1673 2.5894 -2.5009
C 0.8938 3.1684 -3.4518
H 0.4516 3.6100 -5.4923
H -1.7428 2.3934 -5.1606
H -1.7701 1.7055 -2.4677
H 1.9148 3.4718 -3.4484

95
Properties=species:S:1:pos:R:3 method="wB97M-V/def2-TZVPD" multiplicity=1 lumo_energy_ev=0.4 max_force_ev_per_a=3.0 homo_ha=-0.3768 e_tot_ev=-55986.5019
C 4.6027 -2.6721 2.3886
C 4.5829 -1.5364 1.9219
O 4.5958 -0.1665 1.6196
S 3.1191 0.1959 0.8463
O 3.4683 0.8798 -0.4227
O 2.3563 1.2966 1.8621
C 1.2652 0.6002 2.5744
C -0.1676 1.0595 1.9851
C -0.8825 1.9686 3.1102
C -2.0923 2.8337 2.5508
C -3.4352 2.0159 2.3209
C -4.7405 2.9606 2.1565
C -5.9714 2.1509 2.7718
C -7.2328 2.0203 1.7823
C -8.4844 1.6194 2.7148
C -9.8937 1.7851 2.0007
C -10.2541 0.6354 0.9634
C -10.1775 -0.8419 1.5479
C -11.0830 -1.0948 2.8404
H 4.7566 -3.5425 3.0894
H 1.3968 -0.5133 2.4109
H 1.3658 0.8864 3.6695
H 0.0751 1.7614 1.1305
H -0.8121 0.1794 1.6939
H -0.0754 2.7109 3.4437
H -1.1342 1.3439 4.0252
H -1.7665 3.2760 1.5603
H -2.2570 3.7001 3.2738
H -3.4060 1.3790 1.3832
H -3.5849 1.3747 3.2565
H -4.9525 3.2150 1.0749
H -4.5704 3.9552 2.6916
H -5.7042 1.0829 3.0763
H -6.3233 2.6740 3.7178
H -7.0043 1.1302 1.1050
H -7.4194 2.9445 1.1596
H -8.2816 0.5871 3.1302
H -8.4703 2.3322 3.6091
H -9.9414 2.7931 1.4728
H -10.6772 1.8408 2.8345
H -11.2639 0.8395 0.4902
H -9.4778 0.7032 0.1242
H -9.1189 -1.1721 1.7709
H -10.5727 -1.5373 0.7358
H -12.0803 -1.5613 2.5325
H -10.5494 -1.8965 3.4579
H -11.2853 -0.1763 3.4643
C 5.3781 -5.4255 -1.9613
C 6.3025 -5.0767 -0.7985
C 6.6474 -6.2857 0.0751
C 5.4016 -6.8585 0.6686
N 4.4355 -7.3027 1.1286
H 4.4113 -5.7961 -1.6109
H 5.1853 -4.5447 -2.5673
H 5.8268 -6.1885 -2.6036
H 5.8274 -4.3028 -0.1872
H 7.2273 -4.6496 -1.1964
H 7.3203 -5.9869 0.8823
H 7.1487 -7.0560 -0.5161
C 1.5101 -1.7889 -4.9528
C 2.1323 -1.6933 -3.5642
C 3.6621 -1.7450 -3.5916
C 4.1135 -3.0391 -4.1840
N 4.4638 -4.0470 -4.6347
H 1.7482 -2.7415 -5.4328
H 0.4229 -1.7198 -4.8886
H 1.8640 -0.9806 -5.5986
H 1.7455 -2.5087 -2.9455
H 1.8150 -0.7570 -3.0968
H 4.0590 -1.6599 -2.5770
H 4.0643 -0.9191 -4.1833
C 6.9997 1.9609 2.7834
C 7.2966 0.9860 3.9174
C 7.9367 1.6624 5.1326
C 9.2371 2.2868 4.7437
N 10.2455 2.7702 4.4422
H 7.9130 2.4179 2.3950
H 6.5193 1.4409 1.9530
H 6.3307 2.7592 3.1179
H 7.9557 0.1968 3.5433
H 6.3639 0.5060 4.2269
H 8.1169 0.9274 5.9203
H 7.2759 2.4344 5.5344
C 0.2020 2.5834 -8.9312
C 1.1268 2.9258 -7.7680
C 1.4841 1.7074 -6.9127
C 0.2449 1.1154 -6.3245
N -0.7355 0.6641 -5.8693
H -0.7595 2.2000 -8.5818
H -0.0021 3.4744 -9.5288
H 0.6553 1.8322 -9.5844
H 0.6472 3.6870 -7.1456
H 2.0466 3.3660 -8.1624
H 2.1569 2.0005 -6.1033
H 1.9902 0.9497 -7.5164

14
Properties=species:S:1:pos:R:3 method="wB97M-V/def2-TZVPD" de_lowest_ev=4.935 multiplicity=1 lumo_energy_ev="-5.4 / -5.4" max_force_ev_per_a=4.1 homo_ha="-0.4802 / -0.4801" total_charge=+1 e_tot_ev=-6793.1531
C -2.4945 1.7594 -0.5505
C 0.7631 0.6068 0.4336
C 0.8459 -0.4557 -0.5448
C -0.7765 0.4480 0.5299
C 1.0417 -1.8307 -0.1785
N -1.5583 1.2283 -0.1104
H -3.0519 2.6994 -0.5150
H 1.0883 0.3874 1.4799
H 0.9839 1.5996 0.0647
H 0.9268 -0.0472 -1.6999
H -1.2735 -0.1199 1.3199
H 0.3627 -2.3885 -0.7353
H 0.9931 -1.7824 0.8751
H 2.1492 -2.1045 -0.3686